Density functional theory data (ωB97M-V with the def2-TZVPD basis set) for C44H47Cl5N2O2PRhS as an isolated structure at a distorted geometry.

The value obtained for the largest force on an atom is 1.15 eV Å⁻¹. The calculation puts the energy relative to the best compared isomer or geometry (same formula, charge and spin) at 5.9 kcal per mole. The value obtained for the HOMO energy is -7.8 eV. The calculation puts the LUMO energy at -0.1 eV. The value obtained for the HOMO-LUMO gap is 7.68 eV.

The geometry in ORCA input format:
```
! wB97M-V def2-TZVPD RIJCOSX def2/J DEFGRID3
* xyz 0 1
Rh 0.521 -1.827 0.257
O 2.096 -0.817 1.403
N 1.747 -0.207 2.532
C 2.751 0.382 3.223
C 2.533 1.005 4.419
C 1.233 1.016 4.933
C 0.228 0.409 4.228
C 0.464 -0.210 2.985
S -0.786 -0.974 2.101
H 3.711 0.294 2.737
H 3.360 1.473 4.932
H 1.023 1.476 5.890
H -0.785 0.376 4.604
C -2.634 -2.424 -2.600
C -3.160 -3.653 -2.212
C -2.596 -4.312 -1.139
C -1.505 -3.747 -0.474
C -0.963 -2.517 -0.852
C -1.559 -1.865 -1.931
C -0.873 -4.350 0.686
C -1.262 -5.619 1.187
C -0.694 -6.097 2.315
C 0.260 -5.314 3.001
C 0.838 -5.751 4.216
C 1.741 -4.973 4.875
C 2.098 -3.722 4.334
C 1.560 -3.282 3.158
C 0.631 -4.073 2.451
N 0.073 -3.619 1.266
H -3.073 -1.893 -3.438
H -4.002 -4.084 -2.737
H -3.014 -5.257 -0.817
H -1.195 -0.900 -2.218
H -2.004 -6.192 0.654
H -0.972 -7.066 2.712
H 0.540 -6.715 4.611
H 2.182 -5.309 5.805
H 2.817 -3.101 4.853
H 1.866 -2.350 2.726
O 0.227 0.192 -0.558
P -0.353 1.580 -0.497
C -0.554 2.377 -2.128
C -1.437 1.635 -3.141
C -1.778 2.575 -4.305
C -0.594 3.479 -4.687
C 0.728 2.833 -4.292
C 0.823 2.675 -2.768
C 0.754 2.683 0.472
C 0.500 4.209 0.309
C 1.790 5.030 0.339
C 2.712 4.565 1.456
C 3.106 3.085 1.279
C 2.239 2.348 0.253
C -1.966 1.653 0.353
C -2.937 0.534 -0.060
C -4.275 0.756 0.631
C -4.958 2.035 0.110
C -3.948 3.018 -0.490
C -2.655 3.045 0.319
H -1.062 3.325 -1.917
H -2.362 1.270 -2.695
H -0.904 0.760 -3.507
H -2.637 3.192 -4.027
H -2.090 1.976 -5.163
H -0.680 4.445 -4.178
H -0.614 3.695 -5.756
H 1.571 3.428 -4.646
H 0.819 1.856 -4.776
H 1.232 3.591 -2.333
H 1.518 1.869 -2.532
H 0.522 2.397 1.508
H -0.158 4.551 1.112
H -0.019 4.429 -0.625
H 1.539 6.085 0.464
H 2.308 4.949 -0.622
H 2.196 4.703 2.412
H 3.602 5.195 1.496
H 3.019 2.584 2.242
H 4.153 3.002 0.979
H 2.391 1.270 0.320
H 2.541 2.644 -0.753
H -1.681 1.427 1.386
H -2.510 -0.431 0.201
H -3.097 0.507 -1.139
H -4.101 0.827 1.710
H -4.925 -0.107 0.480
H -5.498 2.526 0.923
H -5.705 1.779 -0.645
H -4.380 4.020 -0.529
H -3.720 2.745 -1.526
H -2.886 3.353 1.343
H -1.994 3.815 -0.077
Cl 3.019 -3.925 0.762
C 2.821 -3.507 -0.897
C 1.883 -2.516 -1.243
C 1.971 -2.169 -2.598
Cl 1.141 -0.780 -3.232
C 2.778 -2.823 -3.536
Cl 2.771 -2.357 -5.199
C 3.609 -3.855 -3.138
Cl 4.599 -4.686 -4.275
C 3.654 -4.177 -1.790
Cl 4.743 -5.400 -1.252
*
```

---

Density functional theory data (ωB97M-V with the def2-TZVPD basis set) for C44H47ClGe2N6OOsTe as an isolated structure.

The value obtained for the largest force on an atom is 0.84 eV Å⁻¹. The calculation puts the energy relative to the best compared isomer or geometry (same formula, charge and spin) at 0.0 kcal per mole. The value obtained for the HOMO energy is -13.4 eV. The calculation puts the LUMO energy at -6.1 eV. The value obtained for the HOMO-LUMO gap is 7.32 eV.

The geometry in ORCA input format:
```
! wB97M-V def2-TZVPD RIJCOSX def2/J DEFGRID3
* xyz 2 1
Os -1.568 0.880 1.128
N 0.959 1.060 4.552
C 0.907 1.154 3.224
N -0.355 1.031 2.858
C -1.033 0.856 4.029
N -0.263 0.868 5.084
C -2.475 0.691 3.953
C -3.305 0.561 5.053
N -4.623 0.469 4.929
C -5.110 0.543 3.700
C -4.297 0.666 2.581
N -2.970 0.706 2.697
H 1.766 1.124 5.153
H 1.764 1.291 2.585
H -2.881 0.539 6.049
H -6.185 0.497 3.577
H -4.716 0.732 1.594
Cl -2.067 3.187 1.551
C 7.613 0.683 -4.368
C 6.282 0.821 -3.690
C 5.890 2.020 -3.110
C 4.659 2.164 -2.483
C 4.273 3.525 -1.962
C 3.826 1.042 -2.418
Te 1.992 1.302 -1.440
N -0.038 0.135 0.312
C 0.869 -0.734 0.161
O 1.964 -0.475 -0.642
C 0.904 -2.095 0.745
C 0.263 -2.355 1.955
C 0.243 -3.645 2.464
C 0.851 -4.679 1.766
C 1.495 -4.420 0.564
C 1.530 -3.131 0.057
C 2.756 2.173 0.302
C 3.808 1.505 0.924
C 4.366 2.048 2.070
C 3.874 3.251 2.566
C 2.827 3.902 1.930
C 2.243 3.381 0.775
C 1.159 4.136 0.065
C 4.144 -0.162 -3.064
C 3.221 -1.346 -3.156
C 5.385 -0.243 -3.677
H 8.224 1.573 -4.234
H 7.480 0.518 -5.438
H 8.160 -0.173 -3.972
H 6.547 2.879 -3.168
H 4.750 4.296 -2.565
H 4.579 3.671 -0.925
H 3.194 3.714 -2.026
H -0.204 -1.549 2.504
H -0.240 -3.843 3.412
H 0.830 -5.685 2.163
H 1.969 -5.223 0.018
H 2.017 -2.933 -0.887
H 4.191 0.576 0.517
H 5.190 1.546 2.560
H 4.320 3.694 3.447
H 2.459 4.842 2.322
H 0.634 4.800 0.748
H 0.408 3.465 -0.353
H 1.572 4.749 -0.740
H 2.168 -1.052 -3.196
H 3.349 -2.011 -2.304
H 3.435 -1.909 -4.063
H 5.653 -1.166 -4.178
C -4.800 2.351 -0.422
Ge -3.189 1.475 -1.090
C -2.013 2.679 -2.069
C -3.937 0.221 -2.431
Ge -2.577 -0.939 0.045
C -4.083 -1.860 0.852
C -5.390 -1.824 0.371
C -6.408 -2.472 1.058
C -6.127 -3.167 2.227
C -4.827 -3.219 2.709
C -3.810 -2.563 2.029
C -1.800 -2.062 -1.320
C -2.049 -3.433 -1.259
C -1.505 -4.290 -2.209
C -0.723 -3.783 -3.234
C -0.475 -2.416 -3.309
C -1.000 -1.565 -2.352
H -5.170 2.979 -1.236
H -4.625 2.978 0.447
H -5.583 1.621 -0.213
H -2.591 3.157 -2.861
H -1.197 2.125 -2.537
H -1.623 3.444 -1.407
H -4.560 0.871 -3.050
H -4.583 -0.554 -2.019
H -3.192 -0.254 -3.061
H -5.635 -1.292 -0.540
H -7.420 -2.439 0.677
H -6.921 -3.675 2.758
H -4.607 -3.767 3.615
H -2.798 -2.600 2.424
H -2.683 -3.842 -0.481
H -1.710 -5.351 -2.156
H -0.320 -4.448 -3.987
H 0.113 -2.018 -4.127
H -0.811 -0.498 -2.428
*
```